This record from OMol25 describes C5H14CaSi as an isolated structure in a non-equilibrium geometry. The level of theory is ωB97M-V/def2-TZVPD.

Atoms and positions in Å:
C (-1.397, 0.379, 1.423)
C (-1.516, -0.045, -0.036)
C (-0.636, -1.227, -0.389)
C (0.790, -0.704, -0.725)
C (0.780, 0.445, -1.773)
Si (1.766, -0.235, 0.845)
H (-0.394, 0.788, 1.619)
H (-2.121, 1.178, 1.615)
H (-1.549, -0.387, 2.165)
H (-2.561, -0.257, -0.217)
H (-1.276, 0.815, -0.675)
H (-1.037, -1.727, -1.263)
H (-0.603, -1.970, 0.396)
H (1.360, -1.511, -1.174)
H (1.512, 0.288, -2.550)
H (1.011, 1.432, -1.317)
H (-0.186, 0.489, -2.260)
H (1.003, -0.712, 2.014)
H (1.685, 1.289, 0.932)
H (3.139, -0.742, 0.845)
Ca (0.232, 2.414, 0.524)

multiplicity	1
HOMO-LUMO gap	0.340	hartree
total energy	-1165.33363	Ha
net charge	+2

Now the Mulliken charges, all in e: atom 1 (C): -1.42, atom 2 (C): -0.06, atom 3 (C): -0.85, atom 4 (C): 0.10, atom 5 (C): -1.20, atom 6 (Si): 0.43, atom 7 (H): 0.30, atom 8 (H): 0.34, atom 9 (H): 0.32, atom 10 (H): 0.31, atom 11 (H): 0.32, atom 12 (H): 0.35, atom 13 (H): 0.49, atom 14 (H): 0.48, atom 15 (H): 0.31, atom 16 (H): 0.24, atom 17 (H): 0.37, atom 18 (H): 0.01, atom 19 (H): -0.19, atom 20 (H): -0.04, atom 21 (Ca): 1.41

This record from OMol25 describes the molecule C6H9FO2S in a non-equilibrium geometry. The level of theory is ωB97M-V/def2-TZVPD.

Atoms and positions in Å:
C (-2.044, 0.643, -0.615)
C (-1.501, -0.485, 0.306)
S (-0.791, -1.696, -0.825)
C (0.664, -0.703, -1.060)
C (1.788, -0.718, -0.012)
O (3.081, -0.246, -0.299)
C (0.805, 0.363, 0.342)
O (0.896, 1.622, 0.162)
C (-0.392, -0.123, 1.217)
F (0.018, -1.116, 2.120)
H (-2.410, 0.319, -1.547)
H (-1.458, 1.511, -0.752)
H (-2.976, 1.089, -0.101)
H (-2.467, -0.847, 0.751)
H (0.691, -0.160, -1.986)
H (1.813, -1.529, 0.624)
H (3.519, -0.856, -0.876)
H (1.536, 2.151, 0.691)
H (-0.771, 0.782, 1.861)

multiplicity	1
HOMO-LUMO gap	0.329	hartree
total energy	-882.45528	Ha
relative energy (zero: lowest compared OMol25 entry of this formula, charge and spin)	0.0	kcal per mole
SMILES	C[C@H]1S[C@@H]2[C@@H](O)[C@]2(O)[C@@H]1F
net charge	0

Now the Mulliken charges, all in e: atom 1 (C): -1.43, atom 2 (C): 0.12, atom 3 (S): -0.24, atom 4 (C): -0.45, atom 5 (C): -0.11, atom 6 (O): -0.54, atom 7 (C): 0.04, atom 8 (O): -0.45, atom 9 (C): 0.00, atom 10 (F): -0.35, atom 11 (H): 0.40, atom 12 (H): 0.35, atom 13 (H): 0.36, atom 14 (H): 0.41, atom 15 (H): 0.43, atom 16 (H): 0.45, atom 17 (H): 0.33, atom 18 (H): 0.38, atom 19 (H): 0.31